# 1
The following is a DFT calculation (the ωB97M-V functional and the def2-TZVPD basis) of a structure of composition C5H2Br2O in a non-equilibrium geometry.

Positions of all 10 atoms, in Å:
Br 0.962 2.627 2.925
Br -1.550 3.196 1.236
O -1.120 -1.451 -3.520
C 0.326 -0.459 -0.661
C -1.101 -1.160 -2.405
C 0.204 2.655 1.222
C -0.984 -0.668 -1.202
C 1.388 -0.330 -0.106
H 2.261 -0.278 0.368
H -2.002 -0.339 -0.698

As for the relative energy (zero: lowest compared OMol25 entry of this formula, charge and spin): 0.00 kJ/mol. The HOMO energy comes out at -8.740 eV. Its total charge is 0. Its LUMO energy is -0.0456 hartree. The calculation puts the calculated total energy at -147343.272 eV.

# 2
The following is a DFT calculation (the ωB97M-V functional and the def2-TZVPD basis) of an isolated molecule of C5H2ClN in a non-equilibrium geometry.

Positions of all 9 atoms, in Å:
Cl -2.904 1.903 -0.814
N -0.997 0.143 -0.500
C 1.040 -0.704 0.507
C 2.010 1.588 1.063
C -1.639 0.956 -1.140
C -0.159 -0.843 -0.249
C 1.659 0.437 0.750
H -0.481 -1.934 -0.503
H 1.473 -1.547 0.885

As for the relative energy (zero: lowest compared OMol25 entry of this formula, charge and spin): 454.80 kJ/mol. The HOMO energy (spin up / spin down) comes out at -8.843 / -8.966 eV. Its total charge is 0. Its LUMO energy (spin up / spin down) is -0.0683 / -0.0717 hartree. The calculation puts the calculated total energy at -19222.369 eV.

# 3
The following is a DFT calculation (the ωB97M-V functional and the def2-TZVPD basis) of an isolated molecule of C5H2N2 in a non-equilibrium geometry.

Positions of all 9 atoms, in Å:
N -0.772 -2.599 -0.421
N 1.940 0.029 1.922
C 1.150 -0.128 1.107
C 0.210 -0.291 0.071
C 0.030 0.844 -0.918
C -0.327 -1.564 -0.204
C -0.966 1.078 -0.140
H -1.822 1.430 0.360
H 0.555 1.200 -1.776

As for the relative energy (zero: lowest compared OMol25 entry of this formula, charge and spin): 77.27 kJ/mol. The HOMO energy comes out at -10.265 eV. Its total charge is 0. Its LUMO energy is 0.0013 hartree. The calculation puts the calculated total energy at -8193.333 eV.

# 4
The following is a DFT calculation (the ωB97M-V functional and the def2-TZVPD basis) of an isolated molecule of C5H2N2O in a non-equilibrium geometry.

Positions of all 10 atoms, in Å:
O -0.425 1.893 -0.235
N 0.745 -1.451 0.043
N 2.028 -0.732 -0.216
C -0.155 -0.544 -0.328
C -2.797 -0.457 0.177
C 1.843 0.506 0.370
C -1.576 -0.548 0.050
C 0.265 0.890 0.094
H 2.583 1.250 0.703
H -4.069 -0.196 0.210

As for the relative energy (zero: lowest compared OMol25 entry of this formula, charge and spin): 527.59 kJ/mol. The HOMO energy comes out at -10.167 eV. Its total charge is 0. Its LUMO energy is -0.0711 hartree. The calculation puts the calculated total energy at -10237.265 eV.

# 5
The following is a DFT calculation (the ωB97M-V functional and the def2-TZVPD basis) of the ion C5H2N2O8 with charge -2 in a non-equilibrium geometry.

Positions of all 17 atoms, in Å:
O 0.873 -1.978 -1.185
O 0.195 1.343 -2.388
O -1.400 1.981 -0.912
O -0.699 -1.346 2.545
O 1.194 -1.625 1.579
O -1.299 -2.061 -1.325
O 1.795 0.322 -0.408
O -1.756 -0.230 0.531
N 0.989 2.839 1.360
N 0.041 -1.190 1.539
C 0.452 0.728 -0.053
C 0.634 1.856 0.870
C -0.267 -1.648 -0.907
C -0.444 -0.504 0.291
C -0.335 1.457 -1.297
H -1.782 0.787 0.455
H 1.809 -0.731 -0.695

As for the relative energy (zero: lowest compared OMol25 entry of this formula, charge and spin): 0.00 kJ/mol. The HOMO energy comes out at -1.839 eV. Its total charge is -2. Its LUMO energy is 0.2334 hartree. The calculation puts the calculated total energy at -24575.399 eV.

# 6
The following is a DFT calculation (the ωB97M-V functional and the def2-TZVPD basis) of the ion C5H2NO5S with charge -1 in a non-equilibrium geometry.

Positions of all 14 atoms, in Å:
S -1.893 0.950 1.155
O 2.666 0.454 -0.368
O 2.223 2.114 0.952
O -2.435 -1.345 -0.213
O 0.299 -1.304 -2.365
O 0.617 -2.511 -0.500
N 1.908 1.060 0.370
C 0.373 -1.485 -1.149
C -1.453 -0.483 0.203
C -0.163 -0.405 -0.129
C 0.557 0.653 0.504
C -0.293 1.546 1.121
H -2.271 -1.702 -1.115
H -0.135 2.460 1.535

As for the relative energy (zero: lowest compared OMol25 entry of this formula, charge and spin): 0.00 kJ/mol. The HOMO energy comes out at -4.517 eV. Its total charge is -1. Its LUMO energy is 0.0988 hartree. The calculation puts the calculated total energy at -27778.411 eV.

# 7
The following is a DFT calculation (the ωB97M-V functional and the def2-TZVPD basis) of the ion C5H2O7 with charge -2 in a non-equilibrium geometry.

Positions of all 14 atoms, in Å:
O 2.287 0.419 -1.380
O -2.956 -0.682 0.660
O 0.176 0.856 -0.355
O -1.384 -2.890 -0.884
O -1.602 1.521 0.676
O 3.005 -1.334 0.517
O 1.351 -0.538 1.911
C 1.456 0.244 -0.360
C 1.784 -0.583 0.788
C -1.070 -1.804 -0.385
C -1.518 -0.774 0.408
C -0.936 0.511 0.338
H -3.038 0.366 0.857
H 3.329 -0.933 -0.388

The HOMO energy (spin up / spin down) comes out at 0.779 / 1.263 eV. Its total charge is -2. Its LUMO energy (spin up / spin down) is 0.2377 / 0.2373 hartree. The calculation puts the calculated total energy at -19546.721 eV.